No. 1
{"formula": "C2H5NO5", "method": "wB97M-V/def2-TZVPD", "homo_ev": -10.4, "energy_ev": -13881.3635, "mol_weight_g_mol": 123.064, "lumo_energy_ev": 0.4, "homo_lumo_gap_ev": 10.86, "charge": 0, "de_lowest_ev": 1.798, "symbols": ["O", "C", "O", "N", "C", "O", "O", "O", "H", "H", "H", "H", "H"], "xyz": [[-1.98541, 1.19261, -0.32879], [-1.26812, 0.39345, 0.22930], [-1.71708, -0.51152, 1.14114], [0.13644, 0.80340, 0.62344], [1.17521, -0.09272, -0.58002], [1.59909, 0.35296, -1.62445], [-0.21966, -0.95917, -0.77809], [1.96883, -0.77290, 0.29152], [-2.66869, -0.60308, 0.98251], [0.30036, 1.79516, 0.48038], [0.44119, 0.33332, 1.47386], [-0.49408, -0.83550, -1.70081], [2.73189, -1.09602, -0.21000]], "atomic_forces_ev_per_a": [[0.838, -1.085, -0.548], [0.231, 1.515, 1.937], [0.041, 0.104, -0.314], [0.008, -0.859, -1.326], [-1.495, -1.728, -1.874], [-0.583, 0.698, 1.194], [1.105, 0.414, -0.379], [-0.385, 0.007, 0.527], [0.136, 0.042, 0.050], [-0.115, -0.047, 0.583], [-0.093, 0.711, 0.153], [0.483, 0.013, 0.029], [-0.170, 0.214, -0.032]], "lowdin_charge": [0.1012, -0.5945, 0.0923, 0.2149, -0.6011, 0.0752, -0.0387, 0.0776, 0.1331, 0.1590, 0.1426, 0.1056, 0.1327]}


No. 2
{"formula": "C6H8BrFN", "method": "wB97M-V/def2-TZVPD", "homo_ev": -12.6, "energy_ev": -80591.7092, "mol_weight_g_mol": 193.039, "lumo_energy_ev": -4.0, "homo_lumo_gap_ev": 8.60, "charge": 1, "de_lowest_ev": 0.874, "symbols": ["N", "C", "C", "C", "C", "C", "C", "F", "Br", "H", "H", "H", "H", "H", "H", "H", "H"], "xyz": [[-0.94013, 1.98839, -0.71447], [-0.72458, 0.65877, -0.12527], [-0.68964, -0.42639, -0.87471], [-0.53961, -1.76244, -0.36375], [0.25358, -1.95945, 0.67093], [0.98786, -0.87823, 1.28157], [1.71317, 0.11893, 0.76462], [2.06281, 1.21915, 1.48795], [2.40291, 0.25997, -1.00247], [-1.69209, 2.05184, -1.42349], [-0.03184, 2.22795, -1.30632], [-1.16791, 2.61204, -0.00112], [-0.92260, 0.73769, 0.93724], [-0.55272, -0.32708, -1.98777], [-1.08908, -2.59242, -0.78268], [0.26972, -3.04446, 1.15715], [0.66016, -0.88427, 2.28262]], "atomic_forces_ev_per_a": [[2.507, -0.897, -4.212], [-2.639, 0.020, 0.163], [0.417, 0.739, -2.218], [-0.453, -0.495, 0.284], [0.604, -3.210, 0.379], [0.909, 0.593, -0.171], [0.776, -0.471, 0.752], [-0.409, -1.074, -0.478], [-0.262, -0.084, 0.643], [0.130, -0.379, 0.459], [-1.932, 0.106, 1.821], [0.060, 1.844, 1.343], [0.311, -0.440, -0.125], [-0.524, 0.122, 1.026], [-0.151, 0.129, -0.198], [0.286, 2.559, -1.053], [0.369, 0.939, 1.586]], "lowdin_charge": [0.2055, -0.1648, -0.1333, -0.0932, -0.0869, -0.1397, -0.7067, -0.0062, 0.8676, 0.1847, 0.2152, 0.1369, 0.1488, 0.1462, 0.1242, 0.1773, 0.1245]}


No. 3
{"formula": "C4H12", "method": "wB97M-V/def2-TZVPD", "homo_ev": [1.5, -7.8], "energy_ev": -4340.7927, "mol_weight_g_mol": 60.140, "lumo_energy_ev": [4.3, 4.5], "spin_multiplicity": 2, "homo_lumo_gap_ev": [2.78, 12.32], "charge": -1, "de_lowest_ev": 0.244, "symbols": ["C", "C", "H", "H", "H", "H", "H", "H", "C", "C", "H", "H", "H", "H", "H", "H"], "xyz": [[1.43069, 2.43253, -0.67269], [0.12447, 2.33784, 0.18565], [2.26784, 2.45190, 0.02544], [1.58546, 1.57598, -1.32716], [1.30096, 3.33801, -1.25778], [0.00384, 3.24045, 0.77998], [-0.70701, 2.23961, -0.51532], [0.18470, 1.45546, 0.81811], [-0.81702, -1.76007, 0.66474], [-0.68178, -2.97427, -0.23830], [0.03936, -1.55195, 1.30677], [-1.03694, -0.82542, 0.14462], [-1.70465, -1.93475, 1.28538], [-0.39091, -3.83911, 0.37837], [0.08678, -2.93415, -1.00804], [-1.68580, -3.25204, -0.56978]], "atomic_forces_ev_per_a": [[-1.017, 0.019, 1.075], [0.946, -0.461, -1.058], [0.290, 0.384, -0.261], [-0.250, -0.064, -0.059], [0.644, 0.184, -0.241], [-0.043, 0.046, 0.122], [-0.259, -0.074, 0.289], [-0.309, 0.004, 0.131], [-0.417, 0.384, 0.051], [0.061, -0.761, 0.911], [0.067, -0.169, 0.007], [0.137, -0.108, -0.273], [0.218, 0.033, 0.260], [0.023, 0.117, 0.065], [-0.322, 0.336, -0.318], [0.232, 0.130, -0.702]], "lowdin_spin": [0.1429, 0.1741, 0.0211, 0.0394, 0.0136, 0.0198, 0.0390, 0.0272, 0.2017, 0.1513, 0.0472, 0.0293, 0.0298, 0.0171, 0.0304, 0.0161]}


No. 4
{"formula": "C6H8S", "method": "wB97M-V/def2-TZVPD", "homo_ev": -8.7, "energy_ev": -17182.7802, "mol_weight_g_mol": 112.197, "lumo_energy_ev": 0.9, "homo_lumo_gap_ev": 9.65, "charge": 0, "de_lowest_ev": 3.691, "symbols": ["C", "C", "C", "C", "C", "C", "S", "H", "H", "H", "H", "H", "H", "H", "H"], "xyz": [[1.16625, -1.27533, 0.05522], [0.74340, -0.11563, -0.77208], [0.71387, -0.14037, 0.68442], [-0.79390, -0.03198, 1.08298], [-0.99821, 1.14766, 0.06421], [-0.77203, 0.08332, -0.99370], [-1.70776, -1.19563, -0.09669], [2.22643, -1.22264, -0.12968], [0.65110, -2.31957, 0.17569], [1.29437, 0.54682, -1.47744], [1.54269, 0.40849, 1.06878], [-1.05585, -0.02259, 2.16917], [-0.12627, 1.91196, 0.08906], [-2.01204, 1.92893, 0.13515], [-0.87206, 0.29656, -2.05510]], "atomic_forces_ev_per_a": [[1.548, -5.261, -2.489], [-2.713, -0.146, -1.747], [-0.013, 2.099, 3.305], [0.694, 1.026, 0.008], [-2.116, 3.961, 1.079], [0.424, 0.617, -1.942], [0.494, 0.862, 0.603], [0.581, -1.116, 0.721], [1.057, 2.181, -0.753], [0.253, -0.901, 1.077], [-0.346, 0.889, 1.559], [0.165, 0.067, -1.097], [-1.386, -1.148, 0.066], [2.399, -2.945, -0.387], [-1.043, -0.184, -0.002]], "lowdin_charge": [-0.1538, -0.2621, -0.3689, -0.3780, -0.2460, -0.5490, 0.8947, 0.1103, 0.1330, 0.1608, 0.1434, 0.1181, 0.1219, 0.1682, 0.1073]}


No. 5
{"formula": "C31H30IrN6OSSe2", "method": "wB97M-V/def2-TZVPD", "homo_ev": [-18.8, -18.8], "energy_ev": -187953.2192, "mol_weight_g_mol": 884.826, "lumo_energy_ev": [-10.9, -12.8], "spin_multiplicity": 2, "homo_lumo_gap_ev": [7.88, 5.99], "charge": 4, "de_lowest_ev": 0.000, "symbols": ["Ir", "Se", "Se", "C", "C", "C", "C", "C", "N", "C", "C", "C", "C", "C", "N", "H", "H", "H", "H", "H", "H", "H", "H", "O", "S", "C", "C", "C", "C", "H", "H", "H", "H", "H", "H", "H", "H", "C", "C", "C", "N", "C", "C", "H", "H", "H", "H", "H", "N", "C", "C", "C", "C", "C", "C", "N", "C", "C", "C", "C", "N", "C", "C", "H", "H", "H", "H", "H", "H", "H", "H", "H"], "xyz": [[0.57556, 0.49173, -1.70131], [1.28632, 2.93433, -1.62017], [3.17754, 2.64856, -3.01431], [3.60464, 0.89216, -2.41795], [4.93304, 0.51865, -2.55271], [5.33709, -0.73752, -2.14032], [4.38821, -1.56794, -1.56301], [3.09083, -1.12372, -1.45651], [2.66019, 0.08160, -1.89109], [0.18829, 2.74564, -3.22097], [-0.34452, 3.73034, -4.00936], [-1.00652, 3.31698, -5.16848], [-1.10069, 1.96513, -5.45840], [-0.55047, 1.03746, -4.58380], [0.09353, 1.43165, -3.48256], [5.64468, 1.22240, -2.96459], [6.36794, -1.04856, -2.24799], [4.64319, -2.55402, -1.20149], [2.34674, -1.77581, -1.04148], [-0.24192, 4.77594, -3.75179], [-1.43448, 4.05273, -5.83764], [-1.59041, 1.62126, -6.35926], [-0.60412, -0.02817, -4.76622], [-1.46502, 0.60405, -1.28661], [-2.53894, 1.60365, -1.84420], [-3.80300, 0.53964, -2.60713], [-5.11359, 0.86019, -1.89189], [-4.74904, 1.02859, -0.42058], [-3.57427, 2.00082, -0.40504], [-3.45877, -0.47487, -2.39339], [-3.81332, 0.70999, -3.68168], [-5.83678, 0.06387, -2.06142], [-5.54720, 1.78109, -2.28627], [-4.45585, 0.07049, 0.01319], [-5.57575, 1.42206, 0.16837], [-2.92466, 1.95804, 0.46828], [-3.89485, 3.03330, -0.55788], [-0.44129, -4.03135, -3.10330], [-1.12749, -3.46785, -2.03661], [-0.82734, -2.17736, -1.64807], [0.13020, -1.45329, -2.25486], [0.77060, -1.98742, -3.31465], [0.51682, -3.26861, -3.75748], [-0.66042, -5.03953, -3.43016], [-1.90147, -4.01430, -1.51574], [-1.36732, -1.68321, -0.85272], [1.49901, -1.35902, -3.80905], [1.05983, -3.65431, -4.60923], [0.86748, -1.46626, 5.40100], [0.86671, -1.06817, 6.73609], [0.93894, -1.74134, 7.91681], [0.87440, -0.94084, 9.09666], [0.71615, 0.46034, 9.07160], [0.63161, 1.12765, 7.88280], [0.69661, 0.34738, 6.67761], [0.60085, 0.75685, 5.41114], [0.71364, -0.35275, 4.66450], [0.67906, -0.28038, 3.19376], [0.85037, -1.37156, 2.35014], [0.83868, -1.18157, 0.97984], [0.67861, 0.01670, 0.39457], [0.46969, 1.06090, 1.22218], [0.46757, 0.96040, 2.59697], [0.98471, -2.41271, 5.07270], [1.03574, -2.81631, 7.99295], [0.95550, -1.44158, 10.05370], [0.67151, 0.99851, 10.00801], [0.52941, 2.20297, 7.82373], [1.00136, -2.37763, 2.71738], [0.94990, -2.04068, 0.33802], [0.30265, 2.02282, 0.76345], [0.31411, 1.84181, 3.20395]], "atomic_forces_ev_per_a": [[0.713, -0.087, 0.789], [-0.461, -0.107, -0.632], [0.125, 0.063, 0.312], [-0.243, 0.065, 0.143], [0.021, 0.038, -0.009], [-0.020, 0.033, -0.008], [-0.006, 0.003, 0.010], [0.041, -0.067, -0.087], [-0.145, -0.052, -0.269], [-0.007, 0.072, 0.047], [0.017, -0.002, -0.056], [0.010, 0.023, 0.028], [0.036, -0.032, 0.006], [0.101, -0.071, -0.111], [0.022, -0.053, 0.008], [0.016, -0.001, 0.003], [0.000, 0.003, -0.001], [0.000, -0.001, -0.001], [-0.105, -0.043, 0.041], [0.001, 0.002, -0.004], [0.003, -0.001, -0.003], [-0.010, -0.004, 0.008], [-0.047, 0.014, 0.007], [0.013, 0.115, 0.074], [0.002, 0.030, 0.004], [-0.004, 0.000, 0.005], [0.000, 0.023, 0.008], [0.010, -0.018, -0.002], [0.018, 0.022, -0.022], [0.000, 0.000, -0.021], [0.011, 0.015, 0.001], [0.011, -0.012, 0.010], [-0.014, -0.012, -0.007], [-0.007, 0.000, 0.006], [0.001, 0.009, -0.004], [0.000, 0.008, 0.003], [-0.008, -0.002, -0.005], [-0.017, -0.008, 0.003], [-0.008, 0.012, -0.033], [0.000, 0.014, 0.050], [-0.290, 0.069, -0.252], [-0.003, -0.039, 0.021], [-0.005, 0.018, -0.028], [0.006, -0.003, 0.002], [0.007, -0.004, 0.006], [0.056, -0.029, 0.034], [0.041, -0.008, 0.025], [-0.002, -0.002, -0.002], [0.051, 0.004, -0.013], [-0.124, -0.003, 0.030], [0.040, -0.008, -0.004], [-0.001, -0.004, -0.007], [0.027, 0.013, -0.011], [0.020, 0.005, 0.007], [-0.003, -0.010, -0.009], [0.018, 0.017, 0.006], [0.010, -0.006, 0.007], [0.004, -0.003, -0.020], [0.003, -0.004, 0.015], [0.007, -0.031, -0.135], [0.042, 0.065, 0.093], [0.044, -0.018, 0.002], [0.009, 0.009, 0.007], [-0.017, -0.001, -0.002], [0.024, 0.004, -0.001], [-0.023, -0.001, 0.001], [0.010, -0.002, 0.001], [-0.033, -0.004, -0.002], [-0.004, 0.001, -0.001], [0.022, -0.012, -0.074], [-0.005, -0.005, 0.012], [0.002, -0.001, 0.001]], "lowdin_spin": [0.0014, 0.0000, 0.0000, 0.0000, 0.0000, 0.0000, 0.0000, -0.0001, 0.0001, 0.0000, 0.0000, 0.0001, 0.0000, 0.0000, -0.0002, 0.0000, 0.0000, 0.0000, -0.0001, 0.0000, 0.0000, 0.0000, 0.0000, 0.0000, 0.0000, 0.0000, 0.0000, 0.0000, 0.0000, 0.0000, 0.0000, 0.0000, 0.0000, 0.0000, 0.0000, 0.0000, 0.0000, 0.0000, 0.0000, -0.0001, 0.0000, 0.0000, 0.0000, 0.0000, 0.0000, 0.0000, 0.0000, 0.0000, 0.0250, 0.0425, 0.1125, 0.2574, 0.0059, 0.1498, 0.1439, 0.0664, 0.1205, 0.0024, 0.0189, -0.0039, 0.0225, -0.0002, 0.0204, 0.0000, 0.0029, 0.0099, -0.0030, 0.0045, 0.0010, -0.0005, -0.0003, 0.0003]}


No. 6
{"formula": "CH16O6", "method": "wB97M-V/def2-TZVPD", "homo_ev": -10.7, "energy_ev": -13581.6490, "mol_weight_g_mol": 124.133, "lumo_energy_ev": 0.4, "homo_lumo_gap_ev": 11.09, "charge": 0, "de_lowest_ev": 0.966, "symbols": ["C", "H", "H", "H", "H", "O", "H", "H", "O", "H", "H", "O", "H", "H", "O", "H", "H", "O", "H", "H", "O", "H", "H"], "xyz": [[-2.22390, 1.21155, -0.40903], [-1.80269, 1.30002, 0.61048], [-1.45742, 0.64757, -0.92076], [-2.40910, 2.21201, -0.78651], [-3.19138, 0.76147, -0.21012], [2.24968, -0.70176, -0.24282], [3.14962, -0.86533, 0.10686], [1.84637, -0.39358, 0.59723], [1.19652, -3.01044, 1.39303], [0.64683, -2.22874, 1.43761], [1.03438, -3.33941, 0.49403], [-1.80108, -2.35803, 0.71933], [-2.35809, -1.58752, 0.57556], [-1.59189, -2.21124, 1.65897], [0.45464, 2.38483, -0.42583], [-0.21326, 2.84747, -0.89250], [0.95968, 1.73187, -0.94615], [0.73507, 0.59920, -2.55324], [1.53394, 0.65080, -3.05842], [0.84870, -0.14669, -1.93725], [0.76485, 0.44848, 1.60300], [0.53095, 1.05943, 0.87095], [1.09759, 0.98804, 2.31559]], "atomic_forces_ev_per_a": [[0.115, 0.248, 2.000], [-0.144, 0.351, -0.351], [-0.495, -0.202, -0.690], [0.223, -0.012, -0.284], [-0.060, -0.531, -0.663], [1.052, 0.139, 0.695], [-0.489, -0.171, -0.818], [-0.406, -0.057, -0.366], [0.058, -0.519, -0.238], [-0.113, 0.326, -0.056], [0.090, 0.167, 0.406], [0.048, 0.489, 0.866], [-0.180, 0.076, -0.529], [0.122, -0.519, -0.345], [1.788, -0.704, 1.888], [-0.641, 0.077, -1.148], [-0.782, 0.769, -0.777], [-0.814, -0.262, 0.735], [0.752, -0.135, -0.380], [0.297, 0.151, -0.368], [-0.436, -0.255, -0.334], [-0.089, 0.240, 0.522], [0.103, 0.337, 0.235]], "lowdin_charge": [-0.0490, 0.0239, 0.0115, 0.0237, 0.0204, -0.0903, 0.0634, -0.0173, -0.0646, -0.0173, 0.0473, -0.0557, 0.0170, 0.0462, -0.0630, 0.0260, 0.0261, -0.0532, 0.0429, 0.0340, -0.0520, 0.0156, 0.0645]}